(1)
# C34H53O9P3PdSSi

C34H53O9P3PdSSi as an isolated structure in a non-equilibrium geometry (ωB97M-V/def2-TZVPD, the OMol25 dataset).

Structure (ORCA input):
```
! RIJCOSX wB97M-V def2-TZVPD def2/J DEFGRID3
* xyz -2 1
Pd -0.559 1.006 -0.630
O -1.663 -2.232 -2.689
S -0.966 -1.126 -2.031
O -0.552 -1.515 -0.668
O 0.089 -0.566 -2.863
C -2.292 0.156 -1.959
C -2.704 0.549 -3.242
C -3.955 1.094 -3.436
C -4.846 1.220 -2.368
C -4.442 0.849 -1.097
C -3.168 0.331 -0.862
P -2.470 0.168 0.844
C -3.686 -1.146 1.462
C -4.776 -0.999 2.318
C -5.485 -2.104 2.790
C -5.120 -3.386 2.407
C -4.045 -3.550 1.537
C -3.336 -2.450 1.079
C -3.163 1.670 1.686
C -3.346 2.887 1.021
C -3.735 4.029 1.709
C -3.923 3.996 3.086
C -3.687 2.812 3.770
C -3.306 1.670 3.075
H -2.022 0.394 -4.069
H -4.259 1.398 -4.432
H -5.841 1.619 -2.528
H -5.113 0.991 -0.257
H -5.099 -0.007 2.611
H -6.332 -1.957 3.452
H -5.667 -4.246 2.776
H -3.752 -4.546 1.221
H -2.489 -2.582 0.410
H -3.135 2.943 -0.039
H -3.866 4.958 1.164
H -4.223 4.889 3.623
H -3.785 2.778 4.850
H -3.090 0.763 3.628
C 2.314 -2.667 5.354
C 1.495 -1.956 4.302
C 0.875 -2.895 3.291
O 2.404 -1.029 3.632
P 1.739 0.301 3.057
O 0.371 0.161 2.568
C 2.992 0.917 1.919
P 3.269 0.127 0.312
O 2.238 0.306 -0.696
O 4.646 0.776 -0.198
C 5.850 1.170 0.466
C 6.303 0.224 1.579
C 5.735 2.613 0.925
O 3.651 -1.376 0.679
C 3.759 -2.282 -0.476
C 2.495 -3.092 -0.609
C 5.004 -3.113 -0.252
O 1.779 1.334 4.276
C 2.845 1.981 4.982
C 4.080 1.116 5.191
C 3.159 3.302 4.300
H 1.676 -3.348 5.922
H 2.769 -1.955 6.046
H 3.109 -3.247 4.878
H 0.703 -1.379 4.784
H 1.643 -3.547 2.872
H 0.398 -2.340 2.483
H 0.115 -3.509 3.780
H 3.941 0.982 2.442
H 2.623 1.911 1.630
H 6.599 1.127 -0.325
H 5.903 0.515 2.554
H 7.392 0.248 1.656
H 5.989 -0.798 1.376
H 5.011 2.711 1.736
H 5.394 3.244 0.104
H 6.705 2.971 1.280
H 3.877 -1.679 -1.378
H 2.390 -3.779 0.234
H 2.533 -3.672 -1.534
H 1.618 -2.442 -0.661
H 4.934 -3.644 0.701
H 5.901 -2.488 -0.239
H 5.104 -3.847 -1.055
H 2.420 2.187 5.965
H 4.664 1.012 4.275
H 3.805 0.117 5.530
H 4.720 1.581 5.945
H 3.714 3.140 3.372
H 3.755 3.938 4.959
H 2.233 3.819 4.046
C -0.660 4.829 -0.893
Si 0.137 3.205 -0.193
C 1.979 3.691 -0.595
C 0.144 3.717 1.684
H 0.034 5.679 -0.797
H -1.580 5.084 -0.346
H -0.928 4.722 -1.952
H 2.308 4.549 0.015
H 2.056 3.975 -1.654
H 2.684 2.862 -0.455
H 0.707 4.649 1.870
H 0.565 2.918 2.313
H -0.886 3.862 2.036
*
```

Summary:
Gap between HOMO and LUMO (Eh): 0.1246
Energy above the lowest of the compared OMol25 structures with the same formula, charge and spin (kcal/mol): 9.4

(2)
# C34H54Cl6MgO25S

C34H54Cl6MgO25S as an isolated structure in a non-equilibrium geometry (ωB97M-V/def2-TZVPD, the OMol25 dataset).

Structure (ORCA input):
```
! RIJCOSX wB97M-V def2-TZVPD def2/J DEFGRID3
* xyz 0 1
Mg 2.590 -2.092 -2.641
S 0.216 0.608 0.081
O 1.518 0.732 -0.667
O 0.345 0.735 1.533
O -0.867 1.365 -0.559
O 0.122 -0.815 -0.257
C -0.323 -6.810 5.246
C -0.918 -5.375 5.467
C -2.072 -5.038 4.530
O -3.131 -4.744 5.384
C -2.699 -4.877 6.695
O -3.402 -4.756 7.663
O -1.460 -5.286 6.774
H 0.206 -7.117 6.148
H 0.248 -6.882 4.320
H -1.186 -7.461 5.104
H -0.109 -4.650 5.372
H -2.176 -5.872 3.836
H -1.778 -4.164 3.948
C 3.409 7.803 4.634
C 2.327 8.708 4.015
C 0.968 8.051 3.669
O 0.078 8.737 4.503
C 0.657 9.675 5.212
O 0.113 10.576 5.911
O 1.940 9.610 5.060
H 4.443 8.144 4.695
H 3.484 6.962 3.945
H 3.194 7.410 5.627
H 2.689 9.212 3.119
H 0.961 6.974 3.836
H 0.723 8.246 2.624
C -9.047 0.301 -1.975
C -8.038 0.621 -3.073
C -7.157 -0.541 -3.490
O -7.254 -0.632 -4.917
C -8.175 0.244 -5.350
O -8.487 0.370 -6.507
O -8.729 0.860 -4.300
H -9.876 -0.256 -2.412
H -9.475 1.237 -1.614
H -8.612 -0.186 -1.103
H -7.417 1.458 -2.753
H -7.379 -1.460 -2.946
H -6.128 -0.332 -3.198
C 4.185 6.235 -4.721
C 4.319 6.204 -3.258
C 5.599 5.442 -2.733
O 6.395 6.472 -2.335
C 5.799 7.646 -2.303
O 6.220 8.694 -1.847
O 4.572 7.537 -2.833
H 5.140 6.498 -5.177
H 3.438 6.970 -5.020
H 3.792 5.360 -5.240
H 3.487 5.609 -2.880
H 6.021 4.862 -3.553
H 5.432 4.798 -1.869
C -0.320 -12.292 -2.917
C -0.104 -11.310 -1.780
C 1.351 -11.200 -1.290
O 1.837 -9.906 -1.537
C 0.880 -9.224 -2.143
O 0.972 -8.024 -2.622
O -0.256 -9.961 -2.305
H 0.391 -12.136 -3.728
H -1.290 -12.126 -3.387
H -0.113 -13.321 -2.622
H -0.840 -11.524 -1.005
H 1.965 -11.992 -1.721
H 1.447 -11.274 -0.207
C 7.445 -7.162 5.183
C 7.743 -6.132 4.090
C 8.312 -6.721 2.800
O 7.625 -6.040 1.762
C 6.650 -5.284 2.280
O 5.877 -4.583 1.619
O 6.591 -5.473 3.594
H 7.118 -6.601 6.058
H 8.367 -7.673 5.460
H 6.662 -7.900 5.007
H 8.445 -5.350 4.381
H 8.133 -7.795 2.768
H 9.371 -6.465 2.796
C -1.196 2.954 -10.636
C -1.924 1.863 -9.772
C -1.959 0.503 -10.505
O -1.613 -0.362 -9.477
C -1.161 0.354 -8.430
O -0.636 -0.098 -7.378
O -1.088 1.595 -8.757
H -0.271 2.455 -10.925
H -0.941 3.822 -10.028
H -1.749 3.269 -11.521
H -2.903 2.233 -9.466
H -1.210 0.369 -11.285
H -2.979 0.354 -10.858
Cl -7.042 1.625 5.245
C -5.517 2.532 5.331
C -5.124 2.994 3.924
Cl -5.891 4.572 3.603
H -4.741 1.835 5.648
H -5.576 3.333 6.068
H -5.243 2.231 3.155
H -4.063 3.236 3.978
Cl 3.659 -0.483 8.238
C 3.494 1.008 7.284
C 2.113 1.565 7.616
Cl 1.819 2.015 9.327
H 3.545 0.726 6.232
H 4.295 1.668 7.617
H 1.312 0.880 7.337
H 2.029 2.464 7.006
Cl -5.024 6.671 -5.139
C -3.906 6.224 -3.871
C -4.113 7.180 -2.670
Cl -3.698 8.824 -3.037
H -2.848 6.226 -4.134
H -4.105 5.208 -3.533
H -3.591 6.779 -1.801
H -5.152 7.227 -2.343
*
```

Summary:
Gap between HOMO and LUMO (Eh): 0.1326

(3)
# C34H54CrN3O2P2

C34H54CrN3O2P2 as an isolated structure in a non-equilibrium geometry (ωB97M-V/def2-TZVPD, the OMol25 dataset).

Structure (ORCA input):
```
! RIJCOSX wB97M-V def2-TZVPD def2/J DEFGRID3
* xyz 1 5
C -1.557 -1.541 -2.440
C 0.617 -2.324 -1.954
C -1.719 -2.488 -3.438
C 0.409 -3.420 -2.826
C -0.753 -3.491 -3.570
H -2.612 -2.434 -4.059
H 1.209 -4.152 -2.908
H -0.924 -4.309 -4.268
N -0.480 -1.554 -1.625
P -2.516 0.011 -0.420
P 2.409 -0.544 -0.527
C -2.530 -0.399 -2.229
H -2.226 0.486 -2.818
H -3.532 -0.661 -2.591
C 0.256 1.015 1.214
O 0.544 1.768 2.070
C 1.892 -1.940 -1.478
H 2.692 -2.643 -1.741
C 3.777 0.117 -1.761
C 3.306 -1.121 1.074
C -3.258 1.729 -0.315
C -3.679 -1.352 0.218
C 3.775 1.641 -1.609
H 3.995 1.956 -0.580
H 4.553 2.060 -2.265
H 2.813 2.070 -1.904
C 5.190 -0.439 -1.524
H 5.612 -0.198 -0.544
H 5.230 -1.524 -1.681
H 5.856 0.013 -2.279
C 3.426 -0.264 -3.205
H 4.119 0.253 -3.886
H 3.520 -1.345 -3.377
H 2.411 0.042 -3.472
C 4.089 0.074 1.653
H 3.411 0.910 1.885
H 4.568 -0.237 2.594
H 4.879 0.455 0.997
C 2.260 -1.542 2.111
H 1.595 -0.718 2.385
H 1.641 -2.376 1.755
H 2.784 -1.870 3.022
C 4.180 -2.351 0.825
H 5.036 -2.165 0.174
H 4.583 -2.685 1.793
H 3.586 -3.170 0.403
C -4.265 -0.928 1.570
H -4.817 -1.786 1.983
H -3.478 -0.671 2.288
H -4.978 -0.099 1.488
C -2.849 -2.629 0.410
H -2.427 -2.991 -0.534
H -2.033 -2.477 1.127
H -3.511 -3.415 0.803
C -4.820 -1.685 -0.759
H -5.503 -2.377 -0.246
H -5.408 -0.808 -1.054
H -4.461 -2.205 -1.655
C -2.497 2.679 -1.254
H -2.621 2.408 -2.310
H -2.902 3.694 -1.122
H -1.426 2.711 -1.031
C -3.092 2.219 1.132
H -2.039 2.225 1.444
H -3.477 3.247 1.193
H -3.656 1.607 1.846
C -4.738 1.718 -0.719
H -4.883 1.343 -1.741
H -5.371 1.142 -0.033
H -5.102 2.757 -0.698
Cr -0.164 -0.145 -0.203
N 0.218 1.017 -1.648
C 0.677 1.120 -2.745
C 0.737 1.981 -3.877
C 0.550 3.358 -3.643
C 0.960 1.513 -5.187
C 0.576 4.263 -4.703
H 0.399 3.704 -2.616
C 1.010 2.428 -6.239
H 1.100 0.440 -5.343
C 0.817 3.796 -6.001
H 0.415 5.323 -4.504
H 1.203 2.069 -7.251
H 0.851 4.505 -6.831
C -1.780 -0.533 5.800
N -1.333 -1.263 4.625
C -0.821 -2.619 4.781
C -1.232 -0.636 3.441
O -0.815 -1.189 2.400
H -1.809 -1.224 6.647
H -2.784 -0.124 5.638
H -1.109 0.304 6.037
H -1.234 -3.270 4.003
H 0.277 -2.643 4.720
H -1.132 -2.968 5.768
H -1.542 0.428 3.467
*
```

Summary:
Gap between HOMO and LUMO (spin up / spin down) (Eh): 0.2311 / 0.2107
Energy above the lowest of the compared OMol25 structures with the same formula, charge and spin (kcal/mol): 0.0

(4)
# C34H55MgN4OP2S

C34H55MgN4OP2S as an isolated structure in a non-equilibrium geometry (ωB97M-V/def2-TZVPD, the OMol25 dataset).

Structure (ORCA input):
```
! RIJCOSX wB97M-V def2-TZVPD def2/J DEFGRID3
* xyz 1 1
C -0.942 -1.587 -2.563
C -2.397 -1.160 -0.825
C -2.000 -1.912 -3.418
C -3.521 -1.379 -1.641
C -3.311 -1.738 -2.977
H -1.754 -2.278 -4.413
H -4.523 -1.268 -1.223
H -4.136 -1.885 -3.671
N -1.165 -0.997 -1.378
P 1.646 -0.589 -2.461
P -3.099 0.125 1.792
C 0.495 -1.945 -2.926
H 0.784 -2.877 -2.413
H 0.532 -2.171 -3.997
C -2.438 -1.388 0.681
H -3.280 -2.063 0.871
C -3.387 -0.685 3.436
C -2.583 1.960 1.971
C 3.141 -1.510 -1.733
C 1.853 0.166 -4.201
C -2.060 -0.827 4.198
H -1.644 0.143 4.487
H -2.258 -1.396 5.120
H -1.307 -1.362 3.607
C -4.418 0.120 4.268
H -4.004 1.033 4.713
H -5.303 0.381 3.670
H -4.757 -0.513 5.102
C -3.977 -2.091 3.176
H -4.464 -2.438 4.097
H -4.739 -2.065 2.386
H -3.200 -2.820 2.910
C -1.964 2.332 3.325
H -0.993 1.838 3.464
H -1.779 3.420 3.344
H -2.610 2.112 4.182
C -1.564 2.356 0.887
H -0.543 2.036 1.176
H -1.821 1.955 -0.102
H -1.531 3.458 0.802
C -3.944 2.659 1.747
H -4.650 2.461 2.568
H -3.806 3.746 1.665
H -4.409 2.297 0.817
C 2.978 1.209 -4.135
H 3.024 1.723 -5.107
H 2.798 1.968 -3.364
H 3.957 0.741 -3.962
C 0.497 0.834 -4.508
H -0.311 0.095 -4.602
H 0.216 1.559 -3.738
H 0.577 1.367 -5.467
C 2.157 -0.823 -5.342
H 2.398 -0.227 -6.237
H 3.018 -1.469 -5.138
H 1.298 -1.453 -5.610
C 2.682 -2.448 -0.591
H 2.180 -3.346 -0.976
H 3.584 -2.780 -0.050
H 2.015 -1.978 0.156
C 4.117 -0.467 -1.158
H 3.681 0.056 -0.291
H 5.020 -0.994 -0.816
H 4.423 0.274 -1.909
C 3.828 -2.336 -2.826
H 3.140 -3.043 -3.312
H 4.302 -1.705 -3.588
H 4.629 -2.929 -2.357
Mg 0.397 0.069 -0.056
C 0.706 1.905 -1.330
O 0.736 2.974 -1.775
N -0.088 -1.351 1.381
C -1.181 -1.947 1.140
C -1.150 -3.468 1.272
C -0.118 -4.018 2.035
C -2.059 -4.312 0.607
C -0.107 -5.389 2.317
H 0.666 -3.342 2.385
C -2.020 -5.689 0.841
H -2.772 -3.909 -0.116
C -1.050 -6.227 1.700
H 0.640 -5.788 3.006
H -2.749 -6.336 0.348
H -1.009 -7.305 1.864
C 4.191 4.228 0.360
N 3.169 3.179 0.320
C 2.499 2.795 1.432
S 2.076 1.156 1.705
N 2.196 3.734 2.357
C 1.853 5.116 1.996
H 4.588 4.368 1.372
H 3.769 5.171 -0.001
H 5.010 3.935 -0.302
H 3.336 2.421 -0.342
H 1.685 3.347 3.152
H 1.065 5.454 2.676
H 2.725 5.767 2.127
H 1.487 5.194 0.965
*
```

Summary:
Gap between HOMO and LUMO (Eh): 0.2280
Energy above the lowest of the compared OMol25 structures with the same formula, charge and spin (kcal/mol): 0.0